{"formula": "C44H61N2O4P2S6SbSi3TeTi", "method": "ωB97M-V/def2-TZVPD", "charge": -1, "orbital_gap_ev": [6.20, 6.20], "total_energy_ev": -201966.507, "multiplicity": 2, "de_lowest_kj_mol": 186.71, "elements": ["Ti", "N", "P", "C", "C", "C", "C", "C", "C", "C", "C", "C", "C", "C", "C", "C", "C", "C", "C", "C", "N", "H", "H", "H", "H", "H", "H", "H", "H", "H", "H", "H", "H", "H", "H", "H", "S", "C", "S", "S", "C", "C", "O", "P", "O", "Te", "O", "C", "C", "H", "H", "H", "H", "H", "H", "H", "H", "H", "H", "C", "Si", "C", "C", "Sb", "Si", "C", "C", "C", "Si", "C", "C", "C", "H", "H", "H", "H", "H", "H", "H", "H", "H", "H", "H", "H", "H", "H", "H", "H", "H", "H", "H", "H", "H", "H", "H", "H", "H", "H", "H", "O", "C", "C", "C", "C", "C", "S", "C", "C", "C", "C", "S", "C", "C", "C", "C", "S", "H", "H", "H", "H", "H", "H", "H", "H", "H"], "xyz": [[-0.474910, 0.430919, 1.093180], [-2.487894, 0.469125, 3.492598], [-0.808317, 1.192265, 3.419011], [-0.150995, 0.225647, 4.824385], [-0.728743, 0.240639, 6.090208], [-0.245788, -0.589439, 7.095008], [0.820726, -1.442221, 6.840786], [1.396423, -1.467411, 5.577915], [0.907173, -0.639590, 4.578333], [-1.422582, 2.767016, 4.193630], [-0.798363, 3.327744, 5.307426], [-1.262171, 4.512999, 5.862319], [-2.342584, 5.176149, 5.294344], [-2.958199, 4.640515, 4.173666], [-2.505835, 3.440489, 3.632436], [-3.279420, 0.522412, 2.415160], [-4.660590, 0.212122, 2.472551], [-5.441072, 0.458902, 1.382635], [-4.868998, 1.010948, 0.230587], [-3.510772, 1.197033, 0.224114], [-2.701083, 0.925590, 1.258984], [-2.938877, 0.196382, 4.348259], [-1.560589, 0.904708, 6.298277], [-0.709282, -0.574698, 8.076042], [1.195734, -2.090610, 7.624088], [2.216311, -2.144765, 5.363468], [1.321801, -0.682142, 3.585120], [0.073544, 2.845513, 5.728547], [-0.758482, 4.933218, 6.726131], [-2.686853, 6.117043, 5.710467], [-3.785450, 5.160587, 3.704005], [-2.986420, 3.048431, 2.748835], [-5.068580, -0.190572, 3.389280], [-6.502125, 0.240415, 1.417462], [-5.461920, 1.273081, -0.635327], [-3.026969, 1.617015, -0.648663], [0.865001, 5.194507, 2.057152], [0.568275, 3.558861, 2.023789], [-0.568842, 2.896175, 0.873049], [1.346217, 2.465977, 3.138514], [-2.100836, -5.821598, -0.204564], [-2.026445, -5.011602, 1.070927], [-1.546557, -3.703655, 0.721576], [-1.227644, -2.499656, 1.766615], [-1.302481, -1.307754, 0.776427], [-2.333985, -2.961774, 3.790179], [0.311047, -2.732299, 2.138639], [1.278400, -3.259081, 1.202702], [1.698637, -4.648824, 1.631131], [-2.441622, -6.836132, 0.023391], [-1.120473, -5.877706, -0.687598], [-2.801214, -5.364391, -0.908724], [-1.360629, -5.481209, 1.794399], [-2.999890, -4.929290, 1.544711], [2.128727, -2.586928, 1.215248], [0.869143, -3.274954, 0.199328], [2.062036, -4.641885, 2.661628], [2.501465, -4.999144, 0.974908], [0.863975, -5.350613, 1.563814], [2.677797, -0.485034, -6.587874], [3.212971, -0.636761, -4.802662], [4.826092, 0.259314, -4.537101], [3.488337, -2.438466, -4.417931], [-0.796665, 0.459911, -2.028629], [-2.394752, -1.293144, -3.029986], [-1.733063, -2.989128, -2.625010], [-4.157938, -1.221134, -2.421868], [-2.477324, -1.160384, -4.902719], [-1.462771, 2.350406, -3.657446], [-1.085918, 2.145171, -5.479133], [-3.305446, 2.658680, -3.488111], [-0.569976, 3.874087, -3.061738], [3.434177, -0.908944, -7.260206], [2.529303, 0.565108, -6.865178], [1.734857, -1.017522, -6.763512], [5.631884, -0.203178, -5.119664], [5.102783, 0.213600, -3.477248], [4.762093, 1.316622, -4.822843], [4.118011, -2.882641, -5.200547], [2.553042, -3.003812, -4.365356], [3.994799, -2.547863, -3.455973], [-1.638705, -3.111088, -1.539195], [-0.745567, -3.165302, -3.068175], [-2.420296, -3.753551, -3.008186], [-4.201339, -1.297505, -1.330365], [-4.724657, -2.057050, -2.854349], [-4.646855, -0.285222, -2.715110], [-1.496183, -0.968436, -5.352955], [-3.153365, -0.352216, -5.208620], [-2.862611, -2.103853, -5.310997], [-1.565218, 1.261116, -5.908506], [-0.007227, 2.070497, -5.663627], [-1.461180, 3.033666, -6.002365], [-3.891391, 1.738425, -3.595879], [-3.637228, 3.367793, -4.257805], [-3.531990, 3.092898, -2.506062], [0.504340, 3.803518, -3.271117], [-0.680257, 3.981710, -1.976668], [-0.957353, 4.780267, -3.545236], [1.244516, 0.397351, 0.664805], [2.528702, 0.505107, 0.067409], [3.486673, -0.456589, 0.762241], [3.724207, -0.554442, 2.096045], [4.727218, -1.521448, 2.411885], [5.244098, -2.118868, 1.302202], [4.514440, -1.514479, -0.122250], [2.343875, 0.092602, -1.402316], [2.481472, 0.839706, -2.503605], [1.873999, 0.251214, -3.754544], [0.758179, -0.635422, -3.183768], [1.547896, -1.466033, -1.776968], [3.152445, 1.904583, 0.149303], [4.430021, 2.187710, 0.551920], [4.779247, 3.559978, 0.407933], [3.757098, 4.295169, -0.110592], [2.381444, 3.339403, -0.408128], [3.220515, 0.079297, 2.815420], [5.049035, -1.747311, 3.422263], [6.005905, -2.884941, 1.240038], [2.977948, 1.799574, -2.516843], [1.463039, 1.043617, -4.393044], [0.325704, -1.361560, -3.872523], [5.103460, 1.447385, 0.963991], [5.740199, 3.971877, 0.694787], [3.713296, 5.363538, -0.282242]], "forces_ev_per_a": [[-0.6, 2.1, -0.1], [0.1, -0.1, -0.1], [-0.3, 0.2, 0.9], [-0.1, 0.0, 0.0], [0.0, -0.1, 0.1], [0.0, 0.0, 0.0], [0.0, 0.0, 0.0], [0.0, 0.0, 0.0], [0.0, 0.0, 0.1], [0.1, 0.1, -0.1], [-0.1, 0.0, 0.0], [0.0, -0.1, 0.0], [0.0, 0.0, 0.0], [0.0, -0.1, 0.0], [0.0, 0.1, 0.1], [0.1, 0.1, -0.1], [0.1, 0.0, 0.1], [-0.1, 0.0, -0.1], [-0.1, 0.1, -0.1], [0.1, 0.1, 0.0], [-0.7, -0.3, -0.1], [0.0, -0.2, 0.2], [0.0, 0.0, 0.0], [0.0, 0.0, -0.1], [0.0, 0.0, 0.0], [-0.1, 0.0, 0.0], [0.1, 0.0, -0.2], [0.0, 0.0, 0.0], [0.0, 0.0, 0.0], [0.0, -0.1, 0.0], [0.0, 0.0, 0.0], [0.0, 0.0, -0.1], [0.0, 0.0, 0.0], [0.0, 0.0, 0.0], [0.0, 0.0, 0.0], [0.1, 0.0, -0.1], [-0.1, -0.2, 0.0], [-0.1, 0.1, 0.2], [0.1, 0.5, 0.1], [-0.1, 0.0, -0.1], [0.0, 0.0, -0.1], [0.2, 0.1, -0.2], [-0.2, 0.0, 0.0], [0.2, -1.1, -0.8], [-0.4, -1.5, 1.2], [-0.3, 0.3, 0.0], [0.3, 0.0, -0.1], [-0.1, -0.1, 0.2], [0.0, 0.0, 0.0], [0.0, 0.1, 0.0], [-0.1, 0.0, 0.0], [0.1, -0.1, 0.1], [0.1, 0.0, 0.1], [-0.1, 0.1, 0.1], [0.1, 0.2, 0.0], [-0.1, 0.1, -0.1], [0.0, 0.0, -0.1], [0.0, 0.0, 0.1], [0.1, 0.0, 0.0], [-0.1, 0.0, -0.2], [-0.1, 0.1, 0.0], [0.2, 0.2, 0.0], [0.0, -0.2, 0.1], [-0.4, -0.2, -1.0], [-0.2, 0.0, 0.0], [0.3, -0.1, 0.2], [-0.2, 0.1, 0.2], [0.1, 0.1, -0.2], [0.0, 0.2, 0.3], [0.2, -0.3, -0.2], [-0.3, -0.1, 0.1], [0.2, 0.2, 0.1], [-0.1, 0.1, 0.1], [0.0, -0.1, 0.0], [0.1, 0.1, 0.0], [-0.1, 0.1, 0.1], [0.0, 0.0, -0.1], [0.0, -0.1, 0.1], [-0.1, 0.1, 0.1], [0.1, 0.0, 0.0], [0.0, 0.0, 0.0], [0.0, 0.0, -0.2], [-0.1, 0.0, 0.0], [0.1, 0.1, 0.0], [0.0, 0.0, -0.1], [0.1, 0.1, 0.1], [0.0, -0.1, 0.1], [-0.1, -0.1, 0.0], [0.1, -0.1, 0.0], [0.0, 0.1, 0.0], [0.1, 0.1, 0.0], [-0.2, 0.0, 0.0], [0.1, -0.1, 0.0], [0.0, 0.1, 0.0], [0.0, -0.1, 0.1], [0.0, -0.1, -0.1], [-0.1, 0.0, 0.0], [0.0, 0.0, -0.1], [0.1, -0.1, 0.0], [2.4, -0.2, -0.6], [-0.1, -0.1, -0.1], [-0.1, 0.0, -0.1], [0.1, -0.1, 0.2], [-0.1, 0.2, 0.1], [0.0, 0.0, 0.0], [0.0, -0.1, -0.1], [-0.1, 0.2, 0.0], [0.0, -0.1, 0.0], [0.0, -0.1, 0.3], [0.1, 0.2, 0.1], [0.2, -0.1, 0.1], [0.0, -0.1, -0.1], [0.1, 0.1, 0.1], [0.1, -0.1, 0.0], [0.0, 0.0, 0.0], [0.0, -0.1, -0.2], [0.0, 0.0, 0.0], [0.0, 0.0, -0.1], [-0.1, 0.1, 0.0], [-0.1, 0.0, 0.1], [0.0, 0.0, 0.1], [0.1, 0.0, 0.0], [-0.1, 0.1, -0.1], [-0.1, 0.0, 0.0], [0.0, -0.2, 0.1]], "mulliken_charge": [0.23, 0.44, 1.04, -0.02, -0.72, -0.87, -0.80, -0.61, 0.29, 0.66, -0.51, -0.87, -0.57, -0.85, -0.54, -0.09, -1.25, -0.75, -0.85, -1.25, 1.32, 0.28, 0.46, 0.39, 0.36, 0.46, 0.09, 0.50, 0.38, 0.36, 0.43, 0.37, 0.49, 0.42, 0.47, 0.42, -0.32, 0.55, -0.13, -0.42, -1.20, -0.58, 0.69, -1.39, 0.83, -0.49, 0.31, 2.21, -1.69, 0.43, 0.25, 0.21, 0.38, 0.39, -0.97, -0.21, 0.28, 0.44, 0.27, -1.15, 0.13, -1.10, -0.90, -1.07, 1.00, -0.32, -1.17, -1.19, 0.91, -1.22, -1.14, -1.10, 0.32, 0.32, 0.31, 0.36, 0.28, 0.31, 0.44, 0.27, 0.19, -0.46, 0.23, 0.56, 0.19, 0.48, 0.21, 0.16, 0.27, 0.47, 0.31, 0.27, 0.45, 0.22, 0.49, 0.28, 0.22, 0.23, 0.47, 1.49, 2.49, -1.03, -0.49, -0.93, -0.68, -0.05, -1.07, -1.21, 1.77, -1.81, 0.20, -0.43, -1.02, -0.86, -0.63, 0.45, 0.79, 0.43, 0.46, 0.75, -0.34, 0.63, 0.53, 0.41, 0.48]}



{"formula": "C6H10", "method": "ωB97M-V/def2-TZVPD", "charge": 0, "orbital_gap_ev": 8.40, "total_energy_ev": -6379.292, "de_lowest_kj_mol": 440.72, "elements": ["C", "C", "C", "C", "C", "C", "H", "H", "H", "H", "H", "H", "H", "H", "H", "H"], "xyz": [[-1.383750, 0.436230, 0.407101], [-0.376810, 1.104944, -0.466008], [1.058554, 0.873344, -0.346565], [1.583719, -0.097045, 0.523528], [-0.200271, -1.707233, -0.015562], [-1.149868, -0.796145, -0.406220], [-1.095770, 0.320254, 1.456265], [-2.375858, 0.886012, 0.339141], [-0.714156, 1.723308, -1.293353], [1.625896, 1.097677, -1.252223], [0.709968, 1.927846, 0.166492], [1.173733, -0.198747, 1.520551], [2.640262, -0.344787, 0.443271], [-0.035846, -1.916898, 1.035109], [0.112536, -2.490524, -0.703272], [-1.572334, -0.818239, -1.408261]], "forces_ev_per_a": [[0.0, 0.0, 0.1], [0.1, 0.2, -0.1], [0.0, -0.3, -0.1], [0.1, 0.3, 0.1], [-0.2, 0.0, -0.1], [0.2, -0.3, 0.0], [0.0, 0.0, -0.2], [0.2, -0.1, 0.0], [0.1, -0.1, 0.1], [-0.1, 0.0, 0.2], [0.1, -0.1, 0.0], [0.0, 0.0, -0.1], [-0.2, 0.0, 0.0], [0.0, 0.1, -0.2], [0.0, 0.2, 0.1], [0.1, 0.0, 0.1]], "mulliken_charge": [-0.50, -0.59, 0.26, -1.18, -0.78, -0.13, 0.24, 0.29, 0.41, 0.34, 0.17, 0.27, 0.32, 0.28, 0.28, 0.32]}